No. 1
The following is a DFT calculation (ωB97M-V/def2-TZVPD) of a structure of composition C25H37BN9S4Ti.

Computed properties:
Energy relative to the best compared isomer or geometry (same formula, charge and spin) (kcal/mol): 0.00
Lowest unoccupied orbital energy (alpha / beta) (eV): -13.406 / -14.167
Multiplicity: 2
HOMO level (alpha / beta) (eV): -18.39 / -18.39
Electronic energy (hartree): -3933.36945
Max |F| (eV Å⁻¹): 0.90
Total charge: +4

Geometry as XYZ:
```
77
Properties=species:S:1:pos:R:3:forces:R:3
Ti -0.18795 0.07812 0.59323 -0.075 -0.314 0.530
C -3.24186 -2.57305 0.72110 0.105 0.030 -0.189
C -3.16842 -3.37835 -0.57509 0.076 0.005 0.200
S -2.43021 -2.52160 -1.99464 -0.176 0.021 0.200
C -2.20328 -3.91100 -3.13764 -0.083 -0.038 -0.002
C -1.24271 -3.36596 -4.17848 0.108 -0.136 -0.167
S -0.03666 -2.33570 -3.30484 0.123 0.220 -0.017
C 1.14331 -3.50694 -2.61189 0.025 -0.081 0.014
C 2.01633 -2.87977 -1.52690 -0.230 0.229 -0.162
S 1.14237 -2.19948 -0.07670 -0.095 -0.017 0.290
C 0.16467 -3.64542 0.42894 0.048 -0.001 -0.027
C -0.64585 -3.34548 1.66991 -0.078 0.048 -0.002
S -1.73080 -1.90570 1.49795 0.047 -0.053 -0.078
H -3.65884 -3.22069 1.49347 -0.112 0.010 0.002
H -3.90357 -1.71090 0.63910 -0.030 -0.004 -0.042
H -4.19598 -3.60048 -0.88086 -0.015 -0.056 0.009
H -2.66092 -4.33334 -0.43236 0.003 0.034 0.012
H -3.15439 -4.24020 -3.55861 -0.006 0.029 0.023
H -1.76060 -4.73882 -2.58145 -0.010 -0.022 -0.025
H -1.73565 -2.69183 -4.87926 0.015 -0.004 -0.029
H -0.74460 -4.15085 -4.74991 0.009 0.037 0.000
H 1.79744 -3.81854 -3.43328 -0.026 -0.032 0.008
H 0.60505 -4.39162 -2.27041 0.081 -0.021 0.039
H 2.63143 -2.06430 -1.90465 0.020 -0.011 -0.077
H 2.68473 -3.63965 -1.12266 0.063 -0.003 -0.009
H 0.86720 -4.45788 0.62281 0.008 -0.016 0.001
H -0.47816 -3.91583 -0.40595 -0.001 -0.051 0.010
H -0.01004 -3.11939 2.52368 0.012 -0.063 0.043
H -1.26096 -4.20326 1.94685 -0.009 -0.001 0.014
C 1.95421 3.73500 0.66464 -0.001 0.040 -0.033
C 1.64544 2.53259 0.07265 -0.076 0.004 0.030
N 0.70537 1.88690 0.80582 0.113 0.172 -0.140
N 0.41188 2.68276 1.87586 0.078 -0.096 0.018
C 1.14482 3.79480 1.79457 0.043 0.119 0.022
B -0.58345 2.08676 2.91632 0.001 0.073 0.096
N -1.89463 1.79368 2.08544 -0.037 0.032 -0.111
C -3.10075 2.32649 2.19061 -0.168 -0.010 0.000
C -3.89210 1.90476 1.10503 -0.067 0.014 0.019
C -3.08165 1.09431 0.36038 -0.009 0.053 0.147
N -1.85245 1.02344 0.95294 0.054 -0.050 0.111
N 0.07982 0.70488 3.32366 0.208 -0.037 -0.116
C 0.64260 0.44132 4.49789 -0.126 -0.065 0.158
C 1.52732 -0.63614 4.36359 0.053 0.018 0.019
C 1.47112 -0.98426 3.04130 -0.138 0.079 0.165
N 0.56636 -0.18810 2.39289 0.144 -0.230 0.259
N -0.88958 2.85922 4.12477 0.121 0.156 -0.334
C -0.31512 3.91800 4.79293 0.111 -0.134 -0.224
C -0.95787 4.05360 5.97855 -0.188 -0.127 0.245
C -1.92872 3.02139 5.98035 -0.148 -0.140 0.090
N -1.88862 2.29297 4.87990 0.111 0.410 0.322
H 2.66033 4.47612 0.32696 -0.021 -0.021 0.030
H 2.04819 2.09760 -0.82726 -0.003 -0.034 -0.015
H 1.05943 4.58594 2.52129 -0.018 -0.053 -0.058
H -3.35930 2.96500 3.02222 0.076 -0.030 0.007
H -4.91877 2.17546 0.91095 0.070 -0.005 0.019
H -3.28551 0.57406 -0.56297 0.042 -0.017 -0.003
H 0.38262 1.01722 5.37690 0.031 0.011 -0.098
H 2.13953 -1.07473 5.13585 -0.046 0.011 -0.024
H 2.01670 -1.75169 2.52014 0.010 0.008 -0.064
H 0.50701 4.49383 4.40071 -0.070 -0.076 0.043
H -0.76279 4.77487 6.75553 -0.040 -0.003 -0.067
H -2.65158 2.79428 6.75156 0.048 -0.007 -0.055
C -2.22245 1.69548 -3.91357 0.093 -0.005 0.093
C -0.75078 1.95533 -3.49836 -0.205 0.098 -0.116
C 0.22780 1.54297 -4.61784 0.022 -0.060 0.071
C -0.54853 3.43817 -3.10529 0.012 -0.066 0.012
C -0.48919 1.14638 -2.31533 0.194 0.003 -0.162
N -0.26871 0.51139 -1.37386 -0.065 0.194 -0.881
H -2.38556 2.18394 -4.87380 -0.001 0.011 0.018
H -2.91883 2.12541 -3.19238 0.017 -0.032 -0.015
H -2.43326 0.63054 -4.03390 0.023 0.041 -0.033
H -0.02288 2.12843 -5.50240 0.010 0.003 0.020
H 0.13583 0.48628 -4.87380 -0.015 0.045 -0.005
H 1.26161 1.76209 -4.34929 -0.025 -0.021 -0.004
H -0.83790 4.04509 -3.96347 0.009 -0.008 0.006
H 0.49545 3.65245 -2.87608 -0.023 -0.006 -0.002
H -1.17620 3.72306 -2.26007 -0.002 0.000 -0.027
```
Forces are in eV/Å.

No. 2
The following is a DFT calculation (ωB97M-V/def2-TZVPD) of an isolated molecule of C4H9Cl in a non-equilibrium geometry.

Computed properties:
Energy relative to the best compared isomer or geometry (same formula, charge and spin) (kcal/mol): 34.50
Lowest unoccupied orbital energy (eV): 0.825
Multiplicity: 1
HOMO level (eV): -10.44
Structure (SMILES): CC(C)(C)Cl
Electronic energy (hartree): -617.94909
Max |F| (eV Å⁻¹): 5.13
Total charge: 0

Geometry as XYZ:
```
14
Properties=species:S:1:pos:R:3:forces:R:3
C 0.37551 1.36036 0.03231 2.539 2.414 -1.846
C -0.21913 0.07650 0.36249 -1.236 -1.653 -0.997
C 0.84694 -1.14077 0.74441 -0.966 4.248 2.714
C -1.00237 -0.37707 -0.92246 1.717 0.168 -0.315
Cl -1.58829 0.58095 1.64642 1.306 -1.171 -0.570
H 1.15879 1.79536 0.73727 -1.540 -0.371 -0.516
H 0.96192 1.24616 -0.93139 -0.213 -0.312 0.916
H -0.39901 2.06839 -0.36330 0.633 -0.256 1.187
H 0.27712 -2.02066 0.82943 -0.215 -1.429 -0.701
H 1.74609 -1.02968 0.11004 -0.823 -0.552 0.103
H 1.15464 -0.94245 1.84759 -0.212 -0.151 -1.834
H -0.28068 -0.57955 -1.70637 1.165 -0.794 0.287
H -1.49397 -1.28439 -0.75501 -1.083 -1.246 0.261
H -1.53754 0.24686 -1.63142 -1.072 1.105 1.313
```
Forces are in eV/Å.

No. 3
The following is a DFT calculation (ωB97M-V/def2-TZVPD) of the ion C2H6NO with charge -1 in a non-equilibrium geometry.

Computed properties:
Energy relative to the best compared isomer or geometry (same formula, charge and spin) (kcal/mol): 9.03
Lowest unoccupied orbital energy (eV): 4.586
Multiplicity: 1
HOMO level (eV): -1.95
Structure (SMILES): NCC[O-]
Electronic energy (hartree): -209.76313
Max |F| (eV Å⁻¹): 1.33
Total charge: -1

Geometry as XYZ:
```
10
Properties=species:S:1:pos:R:3:forces:R:3
N 0.00519 0.69557 -1.26454 -0.712 -0.197 0.327
C 0.33410 -0.34258 -0.27356 -1.271 0.117 0.380
C -0.41588 -0.20069 1.12735 0.327 -0.204 -0.490
O 0.14081 -0.97986 2.05425 0.025 -0.097 0.181
H 0.36533 1.60231 -1.01054 0.168 -0.047 -0.243
H 0.17143 0.43644 -2.22525 0.312 0.225 0.114
H 1.39987 -0.39870 -0.07625 0.245 -0.224 0.202
H -0.05683 -1.29468 -0.64256 0.443 -0.068 -0.233
H -1.51762 -0.40603 0.94929 0.272 -0.030 -0.306
H -0.42640 0.88822 1.36179 0.190 0.525 0.070
```
Forces are in eV/Å.

No. 4
The following is a DFT calculation (ωB97M-V/def2-TZVPD) of a cluster of 6 separate species, C27H68BBrN7O9PS in total in a non-equilibrium geometry.

Computed properties:
Energy relative to the best compared isomer or geometry (same formula, charge and spin) (kcal/mol): 0.00
Lowest unoccupied orbital energy (eV): -0.120
Multiplicity: 1
HOMO level (eV): -8.87
Structure (SMILES): C=CC[PH](Br)(CCSc1nnco1)OB(O)O.COC[C@@H](C)N.COC[C@@H](C)N.COC[C@@H](C)N.COC[C@@H](C)N.COC[C@@H](C)N
Electronic energy (hartree): -5468.36744
Max |F| (eV Å⁻¹): 2.44
Total charge: 0

Geometry as XYZ:
```
115
Properties=species:S:1:pos:R:3:forces:R:3
C -0.46581 -3.10795 2.07393 0.208 0.437 -0.152
C -0.53378 -2.55040 0.85504 -0.079 -0.205 0.127
C 0.66416 -2.62994 -0.07214 0.405 1.363 0.768
P 0.45669 -1.52906 -1.53623 -1.106 -0.218 0.332
Br 1.52801 0.21981 -0.29538 0.504 0.556 0.139
C -1.04824 -0.44467 -1.54028 -0.179 -0.619 -0.222
C -2.33658 -1.18139 -1.90835 -0.035 0.441 0.124
S -3.77754 -0.10622 -1.55218 -0.027 0.212 0.201
C -4.96687 -1.33905 -1.24628 0.367 0.527 -0.206
N -6.10033 -1.23530 -0.63940 0.304 -0.017 -0.085
N -6.60144 -2.52376 -0.64757 -2.168 0.212 1.107
C -5.79579 -3.28630 -1.23104 1.117 0.350 -0.574
O -4.70736 -2.57827 -1.66910 0.408 -1.008 -0.297
O -0.32684 -2.74935 -2.48058 1.090 0.541 -0.022
B 0.47346 -3.58071 -3.20797 -0.744 -0.676 -0.785
O 1.81981 -3.70714 -2.98919 0.033 0.347 0.618
O -0.12768 -4.35617 -4.20492 0.379 -0.376 0.852
H 0.41192 -2.92426 2.68579 0.593 -1.379 -0.335
H -1.27124 -3.71923 2.46254 -0.554 1.052 0.597
H -1.44816 -2.04072 0.56576 -0.460 -1.121 -0.651
H 0.84561 -3.66723 -0.33327 -0.275 -0.003 -0.443
H 1.52618 -2.30044 0.50591 0.236 -0.041 -0.157
H 1.42267 -1.26947 -2.50453 0.029 -0.111 0.173
H -0.86560 0.35152 -2.25824 0.239 0.217 0.135
H -1.11028 -0.02553 -0.54224 -0.002 0.193 0.026
H -2.36337 -1.40578 -2.96517 0.031 -0.376 -0.021
H -2.43534 -2.06557 -1.29406 -0.095 -0.222 -0.227
H -5.84183 -4.34068 -1.41017 0.003 -0.148 -0.059
H 2.10345 -4.61678 -3.10572 0.202 0.044 -0.467
H -0.81646 -4.86379 -3.76170 -0.439 0.103 -0.492
C 5.80405 3.52651 -2.86234 -0.265 0.021 -0.151
O 4.90993 2.64952 -2.20265 0.182 0.001 0.014
C 5.25177 2.33812 -0.86498 -0.085 -0.245 0.182
C 4.86184 3.40734 0.16767 0.034 0.240 -0.274
C 5.77398 4.63094 0.16504 0.130 0.023 0.148
N 3.47467 3.84812 -0.00093 0.018 -0.194 0.008
H 6.84058 3.36619 -2.55343 0.000 0.036 0.057
H 5.51867 4.56788 -2.69378 0.191 0.058 0.027
H 5.72844 3.33646 -3.93312 0.004 -0.066 0.016
H 4.69470 1.42740 -0.62982 -0.062 0.027 -0.061
H 6.31847 2.08449 -0.79261 0.041 0.128 -0.013
H 4.94844 2.94095 1.15370 -0.025 -0.092 -0.036
H 5.55611 5.30609 -0.66194 -0.033 -0.054 -0.046
H 5.63956 5.20046 1.08480 -0.057 -0.002 -0.013
H 6.82506 4.34042 0.10243 -0.004 0.005 -0.020
H 2.86287 3.04574 0.11612 -0.084 0.013 0.082
H 3.35536 4.10731 -0.97675 -0.004 0.085 0.021
C -9.70056 3.27850 2.10796 0.204 0.010 0.150
O -8.93520 2.10431 1.91894 -0.155 0.027 -0.045
C -9.23603 1.37187 0.74431 0.056 -0.302 -0.071
C -8.59361 1.91620 -0.54013 0.005 0.332 0.144
C -9.27179 3.16963 -1.08694 -0.117 -0.014 -0.151
N -7.16554 2.18807 -0.36289 0.058 -0.240 0.123
H -10.72532 3.15802 1.74476 0.009 0.010 -0.067
H -9.23105 4.13674 1.62147 -0.142 0.047 -0.072
H -9.73327 3.48331 3.17831 0.002 -0.063 0.006
H -8.83511 0.37028 0.91820 0.057 0.032 0.042
H -10.32327 1.26220 0.63104 -0.019 0.125 -0.033
H -8.69481 1.13523 -1.29934 0.015 -0.088 0.078
H -8.99382 4.06517 -0.53193 0.020 -0.036 0.063
H -8.97658 3.33337 -2.12347 0.054 -0.005 0.020
H -10.35963 3.07389 -1.06050 0.003 0.011 0.013
H -6.69928 1.31970 -0.10911 0.003 -0.039 -0.143
H -7.06502 2.77164 0.46362 0.001 0.097 -0.067
C 3.27801 -5.41164 3.60477 0.031 0.260 -0.098
O 2.08815 -4.72262 3.94064 0.031 -0.167 0.003
C 1.28881 -5.35001 4.92816 -0.332 0.050 0.056
C 1.74936 -5.12282 6.37549 0.323 0.060 -0.116
C 2.97235 -5.94550 6.77050 -0.015 -0.148 0.108
N 2.02114 -3.70847 6.64808 -0.194 0.020 -0.146
H 3.14400 -6.49636 3.64287 0.001 -0.009 0.069
H 4.10194 -5.11348 4.25661 0.043 -0.160 0.035
H 3.54697 -5.12915 2.58639 -0.064 0.002 -0.012
H 0.29561 -4.90434 4.82120 0.033 0.065 -0.018
H 1.17975 -6.42020 4.70648 0.124 -0.032 0.039
H 0.92479 -5.43656 7.02199 -0.074 0.031 -0.074
H 3.89757 -5.52465 6.37804 -0.030 0.039 -0.056
H 3.07056 -5.97292 7.85551 -0.004 0.057 -0.003
H 2.88688 -6.97524 6.41665 0.009 0.007 -0.011
H 1.17048 -3.17272 6.49721 -0.040 -0.019 0.135
H 2.65415 -3.37294 5.92650 0.092 -0.014 0.077
C -4.37766 -2.11792 2.30090 0.321 -0.069 -0.023
O -3.43813 -1.27996 2.94978 -0.131 -0.004 -0.085
C -3.76412 -0.91578 4.27680 0.072 0.198 0.169
C -3.42515 -1.97966 5.33135 -0.033 -0.218 -0.205
C -4.39575 -3.15650 5.35832 -0.105 -0.025 0.140
N -2.05939 -2.49101 5.16475 0.044 0.142 0.021
H -5.40574 -1.88854 2.59152 -0.007 -0.024 0.026
H -4.15241 -3.17010 2.49739 -0.201 -0.051 0.043
H -4.27776 -1.95551 1.22846 0.007 0.107 0.011
H -3.16005 -0.03009 4.49058 0.040 -0.014 -0.073
H -4.81457 -0.60369 4.34232 -0.043 -0.126 -0.002
H -3.48431 -1.48940 6.30753 0.029 0.084 -0.035
H -4.21546 -3.85914 4.54512 0.031 0.049 -0.053
H -4.28533 -3.71222 6.28960 0.054 0.000 -0.013
H -5.43094 -2.81574 5.29326 0.006 -0.003 -0.022
H -1.40456 -1.71969 5.26185 0.014 -0.017 0.078
H -1.95865 -2.77476 4.19340 -0.027 -0.011 0.059
C 6.90106 6.42816 -5.51517 0.202 0.041 0.200
O 7.60779 5.20150 -5.55469 -0.174 0.025 -0.074
C 7.29324 4.36873 -6.65503 0.049 -0.294 -0.022
C 7.99424 4.74157 -7.97030 0.026 0.327 0.118
C 7.39930 5.96445 -8.66216 -0.108 -0.019 -0.157
N 9.43232 4.95657 -7.78263 -0.049 -0.185 0.124
H 5.88145 6.32226 -5.89621 0.013 -0.004 -0.064
H 7.43020 7.20414 -6.07249 -0.136 0.041 -0.086
H 6.85234 6.74751 -4.47393 -0.006 -0.067 0.015
H 7.63335 3.37036 -6.36622 0.039 0.030 0.051
H 6.20463 4.30461 -6.78704 -0.008 0.113 -0.054
H 7.86692 3.89211 -8.64792 0.000 -0.064 0.072
H 7.71383 6.89690 -8.19485 0.017 -0.030 0.068
H 7.72643 6.00305 -9.70103 0.053 -0.007 0.022
H 6.30782 5.92934 -8.65664 0.004 0.010 0.014
H 9.85274 4.10149 -7.42958 0.041 -0.018 -0.112
H 9.54577 5.61831 -7.01909 0.016 0.081 -0.074
```
Forces are in eV/Å.